30
Properties=species:S:1:pos:R:3 method="wB97M-V/def2-TZVPD" orbital_gap_ev=9.60 lumo_ev=-3.63 smiles="CC1=CC=C[C@](O)(C(C)(C)C)[NH2+]1" total_charge=+1 e_above_lowest_kj_mol=188.6
C -1.107 1.708 -1.750
C -1.009 0.563 -2.687
C -0.961 1.591 -0.415
C -0.748 -0.667 -2.217
C -0.672 0.288 0.363
C -0.930 -1.928 -2.949
C 0.504 1.512 2.196
C 1.876 0.506 0.315
C 0.852 -0.935 2.119
C 0.591 0.318 1.186
N -0.665 -0.883 -0.697
O -1.773 0.028 1.164
H -1.412 2.662 -2.108
H -1.008 0.580 -3.694
H -1.061 2.482 0.208
H -0.073 -2.677 -2.960
H -1.179 -1.525 -3.929
H -1.725 -2.427 -2.575
H 1.479 1.540 2.725
H -0.197 1.340 3.013
H 0.258 2.535 1.841
H 2.727 -0.034 0.837
H 1.726 0.116 -0.695
H 2.052 1.581 0.258
H 1.472 -0.590 2.979
H 1.166 -1.874 1.593
H -0.037 -1.268 2.662
H -1.370 -1.530 -0.155
H 0.194 -1.423 -0.615
H -2.690 0.115 0.706


29
Properties=species:S:1:pos:R:3 method="wB97M-V/def2-TZVPD" orbital_gap_ev=9.78 lumo_ev=0.93 smiles="CC(C)=CCC[C@@H](C)CC=O" e_above_lowest_kj_mol=76.2
C -2.882 -0.153 -0.772
C -2.171 0.338 0.473
C -1.353 1.604 0.166
C -0.041 1.488 -0.615
C 1.108 1.061 0.269
C 2.144 0.281 -0.038
C 2.299 -0.410 -1.368
C 3.221 0.009 0.961
C -1.390 -0.757 1.283
C -0.427 -1.599 0.479
H -3.600 -0.980 -0.541
H -2.181 -0.466 -1.516
H -3.501 0.671 -1.231
H -3.011 0.667 1.108
H -1.113 2.145 1.095
H -2.004 2.284 -0.418
H -0.146 0.795 -1.447
H 0.164 2.459 -1.091
H 1.028 1.474 1.300
H 2.224 -1.486 -1.165
H 3.327 -0.195 -1.762
H 1.522 -0.038 -2.073
H 2.877 0.319 1.979
H 4.189 0.502 0.674
H 3.411 -1.061 0.944
H -2.082 -1.452 1.732
H -0.829 -0.347 2.122
H 0.303 -2.155 1.094
O -0.453 -1.788 -0.729


30
Properties=species:S:1:pos:R:3 method="wB97M-V/def2-TZVPD" orbital_gap_ev="7.59 / 7.59" lumo_ev="0.36 / 0.36" e_above_lowest_kj_mol=360.0
B -0.396 -0.512 1.025
C 2.693 -1.994 0.852
C 1.623 -2.401 1.386
C 0.274 1.651 -2.616
C 0.208 0.173 -2.785
C -0.793 2.198 -1.736
C 0.414 -0.394 -1.372
C -0.845 1.600 -0.355
C -0.613 0.045 -0.391
C -0.870 -0.993 3.613
C -1.216 -0.209 2.283
H 3.696 -2.482 0.825
H 2.838 -0.953 0.553
H 1.200 -3.401 1.688
H 1.064 1.906 -1.936
H 0.156 2.027 -3.734
H -0.769 -0.165 -3.117
H 0.953 -0.175 -3.662
H -0.496 3.295 -1.661
H -1.827 2.201 -2.148
H 0.381 -1.560 -1.439
H 1.497 -0.168 -1.083
H 0.024 2.117 0.198
H -1.812 1.868 0.258
H -1.541 -0.309 -0.762
H 0.155 -1.375 3.577
H -1.094 -0.453 4.520
H -1.525 -1.903 3.462
H -2.202 -0.507 2.152
H -1.179 0.872 2.405


48
Properties=species:S:1:pos:R:3 method="wB97M-V/def2-TZVPD" orbital_gap_ev=6.30 lumo_ev=1.96 total_charge=-1
O 1.860 -1.165 3.043
P 0.250 -0.436 2.868
Br 0.567 1.774 3.277
C -0.372 -0.774 1.081
C -1.101 -2.272 0.934
C -1.007 -3.399 2.167
C -1.844 -4.777 1.766
C -2.661 -5.040 0.385
N -2.669 -4.005 -0.687
C -1.931 -2.746 -0.384
O 0.651 -0.419 0.042
B -0.082 0.611 -0.753
P 0.844 1.588 -2.115
S 2.309 0.423 -2.759
O -0.909 1.368 0.251
C -1.679 0.235 0.862
S -2.778 0.595 2.342
H 2.361 -0.458 3.581
H -0.422 -3.232 3.166
H -1.849 -5.655 2.568
H -3.241 -6.046 0.234
H -1.951 -1.935 -1.263
H -0.793 -0.095 -1.411
H 1.309 2.897 -1.718
H -0.082 1.690 -3.251
H -2.445 -0.021 0.011
H -3.987 -0.111 2.039
C -5.685 -1.063 -1.605
N -5.628 0.029 -0.596
O -5.730 -0.294 0.594
O -5.482 1.179 -1.025
H -5.816 -2.016 -1.088
H -6.534 -0.860 -2.261
H -4.744 -1.050 -2.158
C 3.917 5.402 -2.277
N 3.147 4.336 -2.974
O 3.795 3.478 -3.585
O 1.915 4.391 -2.888
H 4.984 5.229 -2.437
H 3.613 6.360 -2.703
H 3.672 5.344 -1.215
C 5.150 -0.346 0.979
N 5.207 0.746 1.988
O 5.105 0.422 3.177
O 5.354 1.896 1.559
H 5.019 -1.299 1.496
H 4.301 -0.144 0.323
H 6.091 -0.333 0.425


35
Properties=species:S:1:pos:R:3 method="wB97M-V/def2-TZVPD" orbital_gap_ev=7.88 lumo_ev=-4.70 smiles="NCCCC[C@@]1(CC(=O)Br)C=[NH+][C@H]([PH2]=O)C1" total_charge=+1
N -1.710 -0.044 -3.157
C -0.537 0.879 -3.239
C -0.357 1.866 -1.986
C -1.530 1.825 -0.901
C -1.627 0.486 -0.030
C -0.321 0.128 0.842
C -0.199 1.330 1.890
C 0.910 1.082 3.021
O 1.100 -0.017 3.583
Br 1.988 2.692 3.534
C -0.767 -1.301 1.481
N -0.045 -2.371 1.198
C 1.136 -2.016 0.333
P 2.589 -2.499 1.505
O 2.903 -3.988 1.181
C 1.008 -0.409 0.123
H -1.955 -0.417 -4.095
H -1.348 -0.885 -2.661
H 0.424 0.260 -3.418
H -0.661 1.507 -4.199
H -0.357 2.937 -2.418
H 0.699 1.743 -1.534
H -2.541 1.975 -1.412
H -1.360 2.721 -0.194
H -1.918 -0.450 -0.617
H -2.484 0.653 0.729
H -1.195 1.533 2.406
H 0.153 2.253 1.300
H -1.716 -1.358 2.128
H -0.283 -3.320 1.542
H 1.150 -2.630 -0.624
H 2.050 -2.329 2.835
H 3.721 -1.636 1.343
H 1.106 -0.284 -1.005
H 1.974 0.084 0.519


32
Properties=species:S:1:pos:R:3 method="wB97M-V/def2-TZVPD" spin_multiplicity=8 s_squared=15.804 orbital_gap_ev="3.88 / 3.82" lumo_ev="5.76 / 5.71" total_charge=-2 e_above_lowest_kj_mol=0.0
C -0.792 0.585 -2.991
C 0.597 0.395 -3.294
C 1.374 1.261 -2.427
C 0.431 2.016 -1.624
C -0.895 1.568 -1.965
Eu 0.232 -0.461 -0.562
N -1.670 -1.100 -0.102
C 0.114 -3.158 -1.196
C 1.110 -2.671 -1.978
H 2.449 1.427 -2.455
H 1.006 -0.226 -4.098
H 0.703 2.834 -0.941
H -1.838 1.946 -1.526
H -1.634 0.127 -3.537
H 0.963 -2.530 -3.063
H -0.867 -3.416 -1.617
H -2.636 -1.454 -0.138
H 2.144 -2.491 -1.620
H 0.233 -3.353 -0.115
C 0.413 1.146 4.088
Si 0.247 0.559 2.318
C -0.085 -1.349 2.438
C -0.500 2.160 1.483
H 0.889 0.393 4.734
H -0.639 1.313 4.379
H 0.984 2.089 4.117
H -0.483 -1.480 3.458
H -0.833 -1.797 1.734
H 0.833 -1.965 2.388
H -1.079 2.663 2.275
H 0.361 2.819 1.259
H -1.132 2.150 0.578


32
Properties=species:S:1:pos:R:3 method="wB97M-V/def2-TZVPD" orbital_gap_ev="6.77 / 7.00" lumo_ev="-5.92 / -5.38" total_charge=+1 e_above_lowest_kj_mol=696.8
C -0.313 0.457 -1.224
C 0.878 0.436 1.025
C 0.816 0.780 -0.459
C -0.672 0.247 -2.523
C 3.123 1.816 -0.845
C 2.813 -0.737 -0.774
C -3.021 -0.479 2.625
C -2.352 -1.997 0.633
C 2.167 0.705 -1.116
C -2.654 -0.596 1.130
N -0.391 0.159 1.592
N -1.527 0.295 0.926
O 1.878 0.623 1.667
H 0.747 1.886 -0.399
H -1.506 -0.493 -2.749
H 0.141 0.041 -3.331
H -1.157 1.122 -2.991
H 2.682 2.789 -1.060
H 4.067 1.778 -1.421
H 3.359 1.904 0.167
H 3.141 -0.834 0.211
H 3.667 -0.840 -1.513
H 1.917 -1.377 -0.783
H -3.958 -0.804 2.848
H -2.311 -1.054 3.183
H -2.842 0.633 2.897
H -3.138 -2.769 0.761
H -1.512 -2.421 1.100
H -2.216 -1.668 -0.448
H 2.001 0.757 -2.107
H -3.409 -0.087 0.483
H -0.418 -0.272 2.496


36
Properties=species:S:1:pos:R:3 method="wB97M-V/def2-TZVPD" orbital_gap_ev=10.20 lumo_ev=0.43 smiles="CC[C@H](C)[C@H](N)C(=O)N[C@@H](CC(N)=O)C(=O)O" e_above_lowest_kj_mol=118.6
C 1.164 1.299 -0.213
C 0.216 0.095 -0.254
C 2.556 1.167 -0.902
C 3.233 -0.116 -0.595
C 2.392 1.492 -2.448
C 1.457 0.521 -3.121
C -1.734 -0.738 0.915
C -2.606 -1.330 -0.189
C -2.409 -0.294 2.229
C -2.920 -1.476 3.023
H 2.201 2.167 1.357
H 1.554 0.738 1.651
H 0.655 2.181 -0.681
H 3.176 2.012 -0.514
H 3.345 -0.161 0.466
H 4.217 -0.104 -0.970
H 2.695 -0.992 -1.024
H 1.965 2.469 -2.413
H 3.389 1.488 -2.943
H 0.426 0.594 -2.728
H 1.417 0.706 -4.229
H 1.776 -0.523 -3.028
H -1.021 1.291 0.701
H -0.930 -1.491 1.177
H -3.245 0.397 2.007
H -1.686 0.284 2.811
H -4.547 -1.627 1.846
H -4.452 -2.751 3.126
H -0.891 -1.426 -1.107
N 1.319 1.638 1.199
N -0.942 0.388 0.351
N -4.191 -1.858 2.751
O 0.454 -0.992 -0.706
O -3.861 -1.277 -0.105
O -2.257 -2.148 3.802
O -1.914 -1.623 -1.241


37
Properties=species:S:1:pos:R:3 method="wB97M-V/def2-TZVPD" orbital_gap_ev=9.33 lumo_ev=0.61 smiles="CSCC[C@H](NC(=O)[C@@H](N)CCC(N)=O)C(=O)O" e_above_lowest_kj_mol=365.3
C 1.923 -0.550 -0.267
C 0.989 -1.341 -1.328
C 3.339 -0.780 -0.699
C 4.480 -0.130 0.222
C 4.213 1.428 0.275
C -1.010 -0.304 0.097
C -1.056 -1.051 1.421
C -2.412 0.059 -0.591
C -3.182 1.038 0.208
C -5.574 0.200 -0.410
H 1.440 -1.869 1.367
H 2.053 -0.285 1.777
H 1.693 0.428 -0.546
H 3.408 -1.868 -0.612
H 3.423 -0.429 -1.799
H 5.440 -0.370 -0.471
H 4.579 -0.451 1.226
H 5.909 2.032 -0.811
H 4.612 3.302 -0.604
H -0.933 -1.804 -1.542
H -0.363 0.532 0.138
H -2.193 0.565 -1.600
H -2.805 -1.035 -0.673
H -3.515 0.497 1.191
H -2.407 1.883 0.401
H -6.125 0.123 0.716
H -4.976 -0.714 -0.611
H -6.471 0.179 -1.374
H -1.090 -0.568 3.219
N 1.509 -0.826 1.055
N 4.929 2.268 -0.477
N -0.270 -1.232 -0.850
O 1.353 -1.886 -2.455
O 3.155 1.870 0.830
O -1.282 -2.195 1.676
O -0.894 -0.106 2.412
S -4.610 1.594 -0.672


39
Properties=species:S:1:pos:R:3 method="wB97M-V/def2-TZVPD" orbital_gap_ev=10.01 lumo_ev=0.54 smiles="N[C@@H](CCC(=O)O)C(=O)O.NC(=O)CC[C@H](N)C(=O)O" e_above_lowest_kj_mol=42.2
C -1.781 4.216 -2.157
C -3.283 3.901 -2.165
C -1.007 3.106 -1.442
C 0.506 3.329 -1.466
C 1.255 2.182 -0.824
C 1.530 -1.914 1.920
C 1.921 -1.901 0.455
C 0.566 -3.093 2.168
C 1.172 -4.459 1.865
C 0.231 -5.592 2.235
H -1.941 5.473 -0.554
H -2.129 6.221 -1.965
H -1.456 4.305 -3.200
H -1.351 3.012 -0.403
H -1.232 2.141 -1.915
H 0.769 4.246 -0.926
H 0.853 3.426 -2.500
H 3.146 1.636 -0.320
H 3.046 3.235 -0.991
H -4.564 2.729 -2.803
H 0.740 -0.640 3.294
H 0.184 -0.391 1.775
H 2.460 -2.099 2.469
H -0.346 -2.950 1.576
H 0.257 -3.067 3.218
H 2.110 -4.594 2.423
H 1.441 -4.549 0.806
H 1.551 -6.780 1.517
H 1.392 -1.241 -1.211
N -1.545 5.522 -1.497
N 2.610 2.341 -0.809
N 1.016 -0.612 2.316
O -4.161 4.552 -1.618
O 0.733 1.178 -0.357
O -3.592 2.808 -2.888
O 2.828 -2.540 -0.025
O -0.841 -5.445 2.757
O 0.681 -6.833 1.938
O 1.083 -1.160 -0.294


34
Properties=species:S:1:pos:R:3 method="wB97M-V/def2-TZVPD" orbital_gap_ev=6.16 lumo_ev=3.00 total_charge=-1 e_above_lowest_kj_mol=131.1
O -43.019 -12.678 21.545
H -43.468 -13.522 22.048
C -42.757 -12.613 25.719
S -43.834 -12.424 24.375
O -45.151 -12.861 25.048
C -43.886 -10.667 24.407
H -42.680 -13.782 26.169
H -43.002 -12.146 26.707
H -41.763 -12.334 25.442
H -44.933 -10.559 24.103
H -43.516 -10.324 23.603
H -43.433 -10.282 25.314
C -41.253 -15.505 20.327
S -41.860 -14.298 19.145
O -40.911 -14.527 17.923
C -43.388 -14.984 18.817
H -40.379 -15.062 20.678
H -41.270 -16.464 19.954
H -42.055 -15.522 21.267
H -44.058 -15.169 19.541
H -43.228 -15.825 18.368
H -44.080 -14.438 18.016
C -43.419 -16.173 24.859
C -44.901 -16.012 24.846
C -45.746 -16.803 25.614
C -45.125 -17.699 26.541
C -43.756 -17.732 26.804
C -42.848 -16.977 25.831
H -42.697 -15.474 24.157
H -45.381 -15.285 24.090
H -46.802 -16.607 25.604
H -45.940 -18.030 27.227
H -43.407 -18.447 27.557
H -41.794 -16.879 25.899


30
Properties=species:S:1:pos:R:3 method="wB97M-V/def2-TZVPD" orbital_gap_ev=11.14 lumo_ev=0.97 smiles=C1CCCC1.C1CCCC1 e_above_lowest_kj_mol=308.0
C -4.091 -0.232 0.400
C -3.016 0.926 0.821
C -1.696 0.786 -0.109
C -1.918 -0.551 -0.711
C -3.301 -0.809 -0.769
C 2.437 1.123 -0.266
C 3.765 0.541 -0.663
C 3.821 -0.805 0.258
C 2.408 -0.910 0.937
C 1.505 -0.053 0.064
H -4.006 -0.829 1.484
H -5.120 0.270 0.264
H -2.669 0.766 1.985
H -3.453 1.952 0.727
H -0.673 1.143 0.130
H -2.005 1.436 -0.993
H -1.578 -1.339 0.024
H -1.299 -0.988 -1.640
H -3.515 -1.914 -1.104
H -3.771 -0.336 -1.684
H 2.603 1.619 0.689
H 2.060 1.850 -1.042
H 4.504 1.218 -0.357
H 4.055 0.310 -1.783
H 4.655 -0.729 0.945
H 4.003 -1.629 -0.470
H 2.532 -0.454 1.974
H 1.976 -1.955 1.060
H 0.624 0.217 0.680
H 1.162 -0.623 -0.851